Below is C23H33NO6RuSi as an isolated structure, with properties calculated with ωB97M-V/def2-TZVPD.

⟨S²⟩ = 0.757
Energy above the lowest of the compared OMol25 structures with the same formula, charge and spin = 0.0 kcal/mol
E_LUMO (spin up / spin down) = 2.67 / 2.68 eV
2S+1 = 2
HOMO energy (spin up / spin down) = -2.39 / -2.14 eV
Total charge = -1

CARTESIAN COORDINATES (ANGSTROEM)
Ru -1.92570 1.26458 -1.11976
O -0.09061 -1.27807 -4.60195
C -0.57403 -0.51448 -3.58874
O -0.07197 0.53017 -3.28346
C -1.82072 -1.15696 -3.02117
O -1.96587 -0.90487 -1.64500
C -3.25854 -1.36755 -1.19056
C -4.41302 -0.44454 -1.65467
O -5.46421 -1.01333 -1.96823
O -4.16472 0.79408 -1.62680
H 0.66808 -0.79263 -4.95888
H -1.77895 -2.23461 -3.19960
H -2.67326 -0.74949 -3.58202
H -3.20021 -1.35882 -0.10372
H -3.41326 -2.38673 -1.55176
C 2.37672 -0.36090 -1.49340
Si 0.75650 0.82383 0.63995
C 1.67557 0.88036 2.32081
C 1.39258 2.38394 -0.22190
C -1.06779 0.92748 0.82795
H 3.36082 -0.24042 -1.03707
H 2.15229 0.56097 -2.03130
H 2.47264 -1.15241 -2.24541
H 2.71615 1.21530 2.24993
H 1.66584 -0.06777 2.86553
H 1.13836 1.61302 2.93349
H 2.47741 2.36913 -0.37258
H 1.15459 3.24746 0.41079
H 0.89420 2.53620 -1.18150
H -1.23493 1.73891 1.55670
H -1.50598 0.02854 1.28083
C 1.07618 -3.09746 -1.10799
C 1.28677 -2.11877 0.06991
C 0.10103 -2.31301 1.02990
C 1.25800 -0.66698 -0.48622
C 2.56515 -2.50487 0.81757
C 2.81974 -3.84747 1.11432
C 3.94659 -4.23752 1.82146
C 4.86008 -3.28846 2.26001
C 4.62166 -1.95211 1.98293
C 3.49067 -1.56970 1.27196
H 0.27596 -2.72252 -1.75107
H 0.77279 -4.08749 -0.76001
H 1.97744 -3.21969 -1.71060
H -0.83249 -2.07936 0.51011
H 0.17426 -1.65219 1.89512
H 0.05580 -3.34499 1.38841
H 0.33439 -0.65141 -1.07993
H 2.12047 -4.60894 0.79178
H 4.10977 -5.28793 2.03225
H 5.74163 -3.58816 2.81331
H 5.31544 -1.19201 2.32355
H 3.31987 -0.52281 1.08025
O -1.80382 3.31129 -0.84334
N -2.38519 3.87352 0.16879
C -3.45979 3.28582 0.75624
C -4.08190 3.90889 1.81449
C -3.61607 5.12054 2.29932
C -2.51745 5.69658 1.67577
C -1.91755 5.06376 0.61250
H -3.69655 2.31938 0.31536
H -4.93601 3.41647 2.25887
H -4.09153 5.60285 3.14206
H -2.10698 6.63858 2.01352
H -1.05636 5.42581 0.07290



Below is C23H33O6RbS2 as an isolated structure at a distorted geometry, with properties calculated with ωB97M-V/def2-TZVPD.

Energy above the lowest of the compared OMol25 structures with the same formula, charge and spin = 5.7 kcal/mol
E_LUMO = 4.17 eV
HOMO energy = -1.35 eV
Total charge = -2

CARTESIAN COORDINATES (ANGSTROEM)
Rb -0.82184 -0.45352 -0.88572
C 0.43120 1.00963 1.74592
C 1.58005 0.45579 1.12641
C 2.01767 1.41496 0.15605
C 1.11393 2.50165 0.21907
C 0.12984 2.24847 1.17872
C -1.01065 3.17688 1.54469
C -1.91308 2.55255 2.60903
C -0.45481 4.49898 2.09562
C -1.86616 3.48633 0.30873
C 3.13975 1.40564 -0.89039
C 2.88025 0.38609 -2.01124
C 4.52922 1.17770 -0.27542
C 3.22527 2.76812 -1.59797
C 2.20667 -0.81703 1.71509
C 2.81159 -1.79483 0.70147
C 3.28428 -0.44607 2.75146
C 1.14274 -1.63232 2.46847
H -0.14282 0.53567 2.52821
H 1.15195 3.37540 -0.41553
H -1.35281 2.33756 3.52115
H -2.35225 1.61807 2.25804
H -2.72944 3.23778 2.85887
H 0.18470 4.31193 2.96037
H -1.26784 5.17032 2.39477
H 0.15299 5.00391 1.34319
H -2.32722 2.57937 -0.08781
H -1.25478 3.91893 -0.48471
H -2.66824 4.19336 0.55043
H 2.76204 -0.62955 -1.65453
H 3.69970 0.39541 -2.74049
H 1.96060 0.64594 -2.54227
H 4.64760 0.18498 0.14935
H 4.70615 1.90027 0.52432
H 5.30590 1.30543 -1.03854
H 2.29699 3.00923 -2.11413
H 4.02825 2.73715 -2.34147
H 3.43793 3.57028 -0.88949
H 3.67161 -1.39017 0.17580
H 2.07721 -2.10988 -0.04323
H 3.14498 -2.69692 1.22553
H 4.08217 0.14915 2.31439
H 3.72485 -1.34867 3.19171
H 2.83602 0.14865 3.54942
H 0.30196 -1.90161 1.82703
H 0.75780 -1.08849 3.33082
H 1.58755 -2.56413 2.83171
O -5.15625 -0.32296 -2.43730
S -3.83002 -0.77520 -2.05769
O -2.75764 -0.37411 -2.95326
O -3.49441 -0.49588 -0.65899
C -3.96214 -2.61047 -2.11080
C -5.29152 -3.02348 -2.06810
C -5.66943 -4.35515 -1.99841
C -4.69186 -5.32624 -1.97426
C -3.36121 -4.94097 -2.02019
C -2.95650 -3.61055 -2.08584
S -1.12524 -3.46301 -1.98621
O -0.65156 -4.79127 -2.33043
O -0.70693 -2.40389 -2.89085
O -0.88702 -3.09971 -0.58560
H -6.05108 -2.25713 -2.09449
H -6.72256 -4.61230 -1.96310
H -4.94375 -6.37980 -1.91906
H -2.59037 -5.69629 -2.00837



Below is C23H34BClN11O7PRe as an isolated structure at a distorted geometry, with properties calculated with ωB97M-V/def2-TZVPD.

⟨S²⟩ = 2.013
Energy above the lowest of the compared OMol25 structures with the same formula, charge and spin = 46.5 kcal/mol
E_LUMO (spin up / spin down) = -10.00 / -9.95 eV
2S+1 = 3
HOMO energy (spin up / spin down) = -15.93 / -15.93 eV
Total charge = +3

CARTESIAN COORDINATES (ANGSTROEM)
Re 0.37325 0.58056 0.37089
C 3.08554 -2.53347 -0.53863
C 1.59898 -2.49398 -0.69606
C 0.92092 -3.56272 -1.26578
C -0.30361 -3.05082 -1.66080
N -0.34209 -1.75659 -1.32421
N 0.81111 -1.39436 -0.69199
B -1.14447 -0.58837 -2.05488
N -2.02096 0.24463 -1.05460
C -3.30995 0.55820 -1.23702
C -3.54926 1.81388 -0.71903
C -2.32838 2.28644 -0.24973
C -2.04022 3.71559 0.09875
N -1.41388 1.28805 -0.39372
N 0.00341 0.36855 -2.54896
C 0.55849 0.56149 -3.75271
C 1.69279 1.33945 -3.61862
C 1.81594 1.58990 -2.25673
C 2.86431 2.36875 -1.52826
N 0.78869 0.99587 -1.62368
N -2.02058 -1.13553 -3.11708
C -2.39376 -0.69350 -4.35606
C -3.44072 -1.46033 -4.76731
C -3.68672 -2.36434 -3.70478
C -4.75034 -3.41862 -3.62855
N -2.85107 -2.15536 -2.70264
H 3.42723 -3.55483 -0.68625
H 2.96501 -2.37115 1.49529
H 3.58438 -1.88088 -1.24983
H 1.29931 -4.55980 -1.44709
H -1.13278 -3.49961 -2.18835
H -3.96830 -0.11749 -1.76435
H -4.47744 2.36386 -0.75805
H -2.54649 4.03152 1.01332
H -2.44333 4.33107 -0.70674
H -0.97934 3.93367 0.16873
H 0.13705 0.12794 -4.64543
H 2.34471 1.68618 -4.40632
H 3.76112 2.45977 -2.13895
H 3.14491 1.87674 -0.59024
H 2.51526 3.38123 -1.30645
H -1.92862 0.14441 -4.85233
H -3.96149 -1.40780 -5.71201
H -5.05526 -3.72952 -4.62507
H -5.63677 -3.03242 -3.12328
H -4.40673 -4.28981 -3.07386
O -1.79127 -1.93245 4.08917
Cl -1.54845 -0.66110 3.54507
O -2.01941 0.42396 4.30489
O -1.79065 -0.55579 2.12695
O 0.11131 -0.48588 3.66467
C 5.01231 -2.46652 1.09083
O 3.59770 -2.08661 0.78860
P 1.14126 -0.65904 2.37546
O 2.50404 -0.38072 3.08620
C 2.93672 0.90412 3.64142
O 1.31707 -2.22943 2.23177
C 0.28295 -3.27551 2.23228
H 5.07646 -3.54865 1.15791
H 5.26173 -1.98308 2.02788
H 5.61338 -2.07901 0.27646
H 3.82410 0.68654 4.22253
H 2.16054 1.30190 4.29127
H 3.17178 1.59479 2.83923
H -0.07247 -3.40683 3.24796
H 0.77259 -4.17825 1.88971
H -0.52462 -3.00720 1.55373
N -1.58070 3.69426 4.37060
C -0.61198 3.51235 3.46490
C -0.66947 2.46059 2.52100
N 0.30271 2.29527 1.63054
C 1.33244 3.16692 1.62014
C 1.34401 4.20845 2.52991
N 0.40475 4.37920 3.44902
H -2.35018 3.05799 4.48098
H -1.49746 4.46561 5.01488
H -1.52646 1.80859 2.46656
H 2.10384 3.04560 0.87476
H 2.15155 4.93348 2.51211



Below is one molecule with the formula C23H34BN3O4 at a distorted geometry, with properties calculated with ωB97M-V/def2-TZVPD.

E_LUMO = -0.15 eV
SMILES = C#CCCCc1nc2c(B(O)N(C)C)c(OC[C@@H](C)C(C)C)cc(COO)c2nc1C
HOMO energy = -8.28 eV

CARTESIAN COORDINATES (ANGSTROEM)
C -0.42513 -4.90143 -7.04172
C -0.30536 -4.96735 -5.84063
C 0.01859 -5.06947 -4.37374
C 0.28704 -3.66690 -3.69763
C 0.64514 -3.97458 -2.17681
C -0.04302 -2.98287 -1.21604
N 0.64613 -1.90125 -0.88458
C -0.02897 -1.04861 -0.04065
C 0.65464 0.16839 0.35421
B 2.15387 0.45111 -0.19096
O 2.29923 1.10026 -1.41955
N 3.24851 0.04359 0.66163
C 4.57452 0.19774 0.00543
C 3.12157 -1.35499 1.14138
C 0.04395 1.11428 1.20505
O 0.78441 2.24193 1.46619
C 0.40122 2.93927 2.65842
C -0.64893 4.04747 2.36163
C -1.14719 4.73787 3.70033
C -0.20778 5.12119 1.31381
C -0.37581 4.65588 -0.18673
C 1.23094 5.71770 1.54250
C -1.30183 0.82565 1.68854
C -1.95079 -0.37116 1.33844
C -3.35557 -0.60414 1.93802
O -4.29367 -0.69166 0.87638
O -5.45754 -1.33228 1.28682
C -1.33592 -1.35521 0.44953
N -2.06529 -2.48825 0.16387
C -1.38817 -3.25142 -0.68208
C -2.07818 -4.57792 -1.11647
H -0.38791 -4.67574 -8.10577
H -0.80859 -5.55744 -3.81356
H 0.93159 -5.67633 -4.17276
H -0.58931 -2.99282 -3.78126
H 1.18796 -3.24115 -4.18914
H 0.37985 -5.03035 -1.94929
H 1.74996 -3.89896 -2.06415
H 1.80407 1.93325 -1.43126
H 4.50525 -0.00759 -1.08225
H 5.31990 -0.52403 0.41644
H 4.97302 1.20578 0.24306
H 3.99244 -1.55081 1.81334
H 2.22103 -1.52053 1.77332
H 3.15596 -2.07111 0.28977
H 1.34240 3.36860 3.07730
H 0.02104 2.26285 3.46331
H -1.54211 3.53819 1.92216
H -0.69167 4.17382 4.54761
H -2.25456 4.68915 3.75402
H -0.78663 5.78852 3.67272
H -0.91611 5.97645 1.43086
H -0.29853 3.56189 -0.32779
H -1.38724 4.98666 -0.52676
H 0.33973 5.21470 -0.83222
H 1.85533 5.69898 0.62165
H 1.12460 6.79849 1.80566
H 1.80002 5.26032 2.37575
H -1.81671 1.52943 2.35848
H -3.34042 -1.51482 2.59178
H -3.58026 0.24333 2.63540
H -5.23856 -2.14669 1.77585
H -3.16765 -4.46915 -0.94894
H -1.70971 -5.38023 -0.44169
H -1.88879 -4.79554 -2.18624



Below is one molecule with the formula C23H34N2O3, with properties calculated with ωB97M-V/def2-TZVPD.

Energy above the lowest of the compared OMol25 structures with the same formula, charge and spin = 97.1 kcal/mol
E_LUMO = 0.59 eV
SMILES = CC[C@]1(C)C[C@H](C(=O)N2CC3(C[C@H](C(=O)N4[C@H]5CC=C[C@H]4CCC5)CO3)C2)C1
HOMO energy = -9.05 eV

CARTESIAN COORDINATES (ANGSTROEM)
C 3.70360 4.20772 4.05237
C 2.35142 4.60860 3.47203
C 1.80014 3.67528 2.37608
C 1.60110 4.44218 1.07337
C 2.51368 2.32200 2.10009
C 1.13973 1.63528 1.98797
C 0.98791 0.31162 2.69594
O 1.63217 0.01460 3.69130
N 0.06905 -0.52668 2.17478
C -0.94035 -0.42030 1.12279
C -1.33481 -1.88898 1.45934
C -0.98644 -2.91445 0.39715
C -2.26068 -2.89269 -0.45898
C -2.22318 -1.73022 -1.45086
O -2.93206 -0.73885 -1.32989
N -1.31937 -1.83548 -2.44071
C -1.20014 -0.86732 -3.53564
C -2.44360 -1.10569 -4.38429
C -2.23248 -2.59115 -4.74851
C -1.30266 -3.37546 -4.17956
C -0.53364 -2.94016 -2.91455
C 0.90029 -2.27887 -3.06804
C 0.94612 -0.79184 -2.54164
C -0.22237 0.16887 -3.01671
C -3.34017 -2.68973 0.60570
O -2.69226 -2.11250 1.74869
C -0.41671 -1.79996 2.69323
C 0.53498 2.85405 2.73136
H 4.06223 4.96799 4.74750
H 3.64792 3.26418 4.59594
H 4.45332 4.09467 3.26631
H 1.62029 4.67312 4.28292
H 2.43537 5.62112 3.06735
H 1.19543 3.80385 0.28475
H 0.91126 5.27715 1.21833
H 2.55271 4.84753 0.72016
H 3.17047 2.27627 1.22985
H 3.03306 1.93132 2.97266
H 0.78108 1.57358 0.96043
H -1.74546 0.28310 1.34275
H -0.54982 -0.23422 0.12079
H -0.07536 -2.66455 -0.14625
H -0.85824 -3.89284 0.86618
H -2.40957 -3.82556 -1.00460
H -0.50965 -1.32306 -4.23514
H -2.44959 -0.51911 -5.30564
H -3.38207 -0.93097 -3.85807
H -2.81425 -2.99058 -5.57187
H -1.13611 -4.37603 -4.56195
H -0.49990 -3.76992 -2.20845
H 1.63163 -2.84958 -2.49328
H 1.22655 -2.33162 -4.10886
H 1.91515 -0.37212 -2.81672
H 0.93588 -0.83351 -1.45144
H 0.11613 0.83448 -3.81229
H -0.59313 0.77117 -2.18745
H -4.12011 -2.01590 0.25606
H -3.77977 -3.64189 0.90914
H 0.34766 -2.57172 2.79233
H -0.97037 -1.70248 3.62912
H 0.48501 2.65170 3.80262
H -0.42704 3.23457 2.38398



Below is one molecule with the formula C23H34N2O4, with properties calculated with ωB97M-V/def2-TZVPD.

Energy above the lowest of the compared OMol25 structures with the same formula, charge and spin = 1.4 kcal/mol
E_LUMO = 0.80 eV
SMILES = CCOC(=O)C1(C[C@@H]2CCCCO2)CCN(C(=O)Nc2ccccc2CC)CC1
HOMO energy = -8.22 eV

CARTESIAN COORDINATES (ANGSTROEM)
C -1.39376 -3.71482 0.40299
C 0.06137 -3.78846 -0.03545
O 0.79876 -2.61677 0.32031
C 0.57303 -1.50764 -0.37423
O -0.20704 -1.43779 -1.29252
C 1.50634 -0.37113 0.04960
C 2.86140 -0.75308 -0.58891
C 3.88747 0.37416 -0.73646
C 5.17537 -0.16447 -1.37577
C 6.20851 0.95479 -1.48870
C 6.42234 1.57707 -0.11121
C 5.07141 2.01222 0.45413
O 4.16255 0.93931 0.53194
C 1.61721 -0.28589 1.58078
C 0.49588 0.59759 2.14551
N -0.67937 0.56417 1.30075
C -1.62992 -0.37132 1.57075
O -1.51410 -1.19813 2.45960
N -2.75799 -0.36618 0.77166
C -3.46198 0.73055 0.26431
C -3.30686 1.99733 0.82215
C -4.00682 3.07819 0.32193
C -4.88741 2.90390 -0.73056
C -5.06643 1.64073 -1.26597
C -4.36998 0.54123 -0.78661
C -4.57008 -0.80663 -1.42237
C -3.42783 -1.14327 -2.38324
C -0.48630 1.17416 0.00285
C 0.95496 0.95436 -0.48565
H -1.45200 -3.35238 1.42719
H -1.84331 -4.70203 0.34092
H -1.94067 -3.03452 -0.24431
H 0.12728 -3.92946 -1.12027
H 0.58464 -4.59873 0.47632
H 3.30043 -1.54917 0.01457
H 2.67969 -1.14586 -1.59294
H 3.48294 1.16193 -1.39545
H 4.94932 -0.57751 -2.35943
H 5.57116 -0.96359 -0.74596
H 7.14859 0.56345 -1.88114
H 5.84468 1.71832 -2.18138
H 7.08919 2.43779 -0.17076
H 6.86555 0.83834 0.55894
H 5.17380 2.38534 1.47569
H 4.64978 2.81226 -0.17676
H 1.54715 -1.28853 1.99998
H 2.58486 0.13720 1.84266
H 0.82027 1.64030 2.20970
H 0.20562 0.25356 3.13884
H -3.29812 -1.21538 0.87467
H -2.64406 2.12210 1.66482
H -3.87266 4.05397 0.76494
H -5.43944 3.74320 -1.12578
H -5.76376 1.50105 -2.08000
H -4.64504 -1.58597 -0.65883
H -5.51140 -0.80124 -1.97653
H -2.47170 -1.17322 -1.86780
H -3.36685 -0.39110 -3.16671
H -3.59979 -2.11153 -2.84837
H -0.70125 2.24944 0.05759
H -1.18038 0.72483 -0.70646
H 0.95751 0.95129 -1.57580
H 1.59989 1.75812 -0.13196



Q: Number 6 is which compound?
A: C23H34N2O4